1.
This record from OMol25 describes C3H8N4S in the gas phase in a non-equilibrium geometry. The level of theory is ωB97M-V with the def2-TZVPD basis set.

Results
**Frontier orbital gap (spin up / spin down)**: 8.56 / 8.56 eV
**LUMO level (spin up / spin down)**: -0.1 / -0.1 eV

ORCA input file:
```
! wB97M-V def2-TZVPD RIJCOSX def2/J DEFGRID3
* xyz 0 1
C -0.08991 0.88578 1.01683
C 1.13076 -1.18594 -0.59440
C 1.21939 0.28067 -0.99134
N -1.45580 0.54670 -1.00879
N -1.15532 -0.10343 1.15351
N 0.29298 1.15068 -0.34939
N -1.91130 -0.04398 -0.01035
S -3.40018 -0.71154 0.00277
H -0.34837 1.92031 1.52622
H 0.82925 0.70010 1.67877
H 1.55129 -1.70427 -1.37649
H 1.49598 -1.48884 0.47272
H 0.13759 -1.59313 -0.66166
H 2.27288 0.78672 -0.84804
H 1.18423 0.55704 -1.97398
H -1.75345 0.00313 1.96363
*
```


2.
This record from OMol25 describes 2 unconnected molecules or ions with the total composition C3H8N5 in a non-equilibrium geometry. The level of theory is ωB97M-V with the def2-TZVPD basis set.

Results
**Frontier orbital gap**: 10.30 eV
**LUMO level**: -5.8 eV

ORCA input file:
```
! wB97M-V def2-TZVPD RIJCOSX def2/J DEFGRID3
* xyz 1 1
C 1.44524 1.25830 -0.02210
C 1.46883 -1.23332 -0.22843
C 1.26611 -0.07548 0.60474
N -3.02677 -0.71042 0.30327
N -1.84435 -1.12087 0.55552
N -1.62643 0.72998 -0.30534
N -2.88105 0.47959 -0.20673
N -0.98811 -0.21894 0.11668
H 1.02273 2.05141 0.58155
H 0.90597 1.33585 -0.87196
H 2.46097 1.37261 -0.28939
H 2.38480 -1.83006 0.04755
H 1.56339 -0.96802 -1.26421
H 0.65623 -2.05805 -0.12478
H 0.80896 -0.07326 1.64862
H -3.61653 1.06070 -0.54499
*
```


3.
This record from OMol25 describes a gas-phase ion, C3H8N5 (charge +1) in a non-equilibrium geometry. The level of theory is ωB97M-V with the def2-TZVPD basis set.

Results
**Frontier orbital gap**: 8.61 eV
**Structure (SMILES)**: NN/C=C\C1=[N+](N)N1
**LUMO level**: -4.5 eV

ORCA input file:
```
! wB97M-V def2-TZVPD RIJCOSX def2/J DEFGRID3
* xyz 1 1
C 0.07434 1.61539 -0.25608
C -1.50118 1.28698 -0.16049
C 1.08742 0.80845 0.15878
N 2.43612 0.78064 0.31994
N -1.97924 0.10909 0.07269
N 1.50878 -0.51748 0.47119
N 1.73812 -1.38880 -0.57505
N -1.29445 -0.98421 0.37657
H 0.36953 2.66776 -0.21930
H -2.24680 2.10898 -0.37982
H 2.90038 1.10475 1.14499
H -2.92226 -0.13651 0.18806
H 2.56743 -1.92825 -0.67748
H 1.34746 -1.08552 -1.42757
H -0.41121 -1.09131 0.79291
H -1.94912 -1.69933 0.71230
*
```


4.
This record from OMol25 describes a molecular structure, C3H8NO in a non-equilibrium geometry. The level of theory is ωB97M-V with the def2-TZVPD basis set.

Results
**Frontier orbital gap (spin up / spin down)**: 9.28 / 7.25 eV
**⟨S²⟩**: 0.76
**LUMO level (spin up / spin down)**: 0.4 / -1.6 eV

ORCA input file:
```
! wB97M-V def2-TZVPD RIJCOSX def2/J DEFGRID3
* xyz 0 2
C -0.28494 -0.71204 0.25508
N -0.50953 -2.18015 -0.09040
C -0.03703 -0.00812 -1.14981
C 0.50148 0.82843 -0.02735
O -0.02973 1.85959 0.29253
H 0.53962 -1.62614 0.36818
H 1.46505 1.72540 2.26189
H -1.22339 -0.44114 0.68773
H -1.07352 -2.52929 0.69649
H -0.97288 0.32275 -1.57482
H 0.71553 -0.54260 -1.71224
H 2.06978 1.62742 2.68700
H 1.58352 0.94734 -0.12070
*
```


5.
This record from OMol25 describes 2 unconnected molecules or ions with the total composition C3H8NO in a non-equilibrium geometry. The level of theory is ωB97M-V with the def2-TZVPD basis set.

Results
**Frontier orbital gap (spin up / spin down)**: 9.58 / 9.59 eV
**LUMO level (spin up / spin down)**: -5.4 / -5.4 eV

ORCA input file:
```
! wB97M-V def2-TZVPD RIJCOSX def2/J DEFGRID3
* xyz 1 1
C -0.14889 -0.26515 1.42783
C -0.09996 0.05555 -0.02885
C 0.02393 1.11493 -1.05333
N 0.90468 -0.82740 0.50737
O -1.28254 -1.59789 -0.49961
H -0.07000 0.41386 2.24828
H -0.91078 -1.03911 1.57805
H -0.80040 1.81655 -1.09766
H 0.19964 0.62539 -1.93645
H 0.93809 1.78731 -0.75555
H 1.92950 -0.45958 0.43584
H 0.80813 -1.78935 0.39574
H -2.00089 -1.65543 -1.10142
*
```


6.
This record from OMol25 describes a gas-phase ion, C3H8NO (charge +1) in a non-equilibrium geometry. The level of theory is ωB97M-V with the def2-TZVPD basis set.

Results
**Frontier orbital gap**: 11.54 eV
**Structure (SMILES)**: CO[C@H]1C[NH2+]1
**LUMO level**: -3.7 eV

ORCA input file:
```
! wB97M-V def2-TZVPD RIJCOSX def2/J DEFGRID3
* xyz 1 1
C -1.39694 -0.66739 0.17115
C -0.14841 0.32683 -0.72301
C 2.07224 -0.29029 0.20534
N -1.44569 0.85684 0.11502
O 1.07790 0.67452 -0.20790
H -1.95470 -1.09632 -0.64513
H -1.16062 -1.05105 1.15238
H -0.32582 0.43955 -1.80027
H 2.63014 -0.68296 -0.67646
H 1.44800 -1.10842 0.69466
H 2.76401 0.12651 0.92876
H -2.35518 1.34657 -0.31860
H -1.20492 1.12562 1.10406
*
```